Computed, not measured: 2 unconnected molecules or ions with the total composition C16H34ClF3NO6P, with the ωB97M-V functional and the def2-TZVPD basis.

For the LUMO energy, the calculation gives 0.57 eV. Its charge is 0. The calculation puts the energy above the lowest of the compared OMol25 structures with the same formula, charge and spin at 0.0 kcal per mole. The HOMO-LUMO gap comes out at 9.177 eV. The HOMO energy comes out at -0.3164 Eh. The structure (SMILES) is CCCCO[P@@](=O)(OCCC(F)(F)F)O[C@H](Cl)CC.COCCNCCOC.

Last column: Mulliken charge in e.
Atoms and positions in Å:
C  1.39944  -4.28519  -1.15237  -0.91
C  0.16049  -4.96792  -1.71226  -0.51
C  -0.61448  -4.12194  -2.72650  -0.64
C  0.23544  -3.34718  -3.72462  -0.63
O  0.52662  -2.04237  -3.15884  -0.02
P  1.39360  -1.05716  -4.04988  0.67
O  1.74422  -1.54702  -5.37862  -0.80
O  0.52064  0.27043  -4.11059  -0.38
C  0.31906  0.93341  -2.84246  -0.11
C  -1.06629  1.55937  -2.84758  -1.13
C  -1.21221  2.72559  -1.88294  0.99
F  -1.97098  3.71362  -2.41775  -0.29
F  -1.81876  2.32362  -0.72898  -0.28
F  -0.03511  3.28584  -1.52140  -0.29
O  2.62553  -0.59193  -3.14567  -0.14
C  3.83760  -1.31199  -3.28522  0.02
Cl  4.20756  -2.06691  -1.70294  -0.21
C  4.94218  -0.37409  -3.77475  -0.47
C  5.92473  0.14870  -2.72752  -1.27
H  1.78881  -4.79227  -0.27641  0.44
H  2.17611  -4.23151  -1.91019  0.20
H  1.18584  -3.25714  -0.86884  0.20
H  0.43437  -5.90968  -2.18477  0.29
H  -0.50968  -5.18497  -0.88314  0.32
H  -1.33782  -4.72501  -3.26588  0.38
H  -1.16475  -3.36078  -2.17344  0.22
H  -0.30405  -3.22674  -4.65792  0.45
H  1.15716  -3.86994  -3.96370  0.41
H  1.11287  1.65812  -2.70626  0.39
H  0.38695  0.23464  -2.01141  0.33
H  -1.32266  1.85314  -3.85854  0.38
H  -1.77302  0.80444  -2.51924  0.28
H  3.74767  -2.14310  -3.97195  0.41
H  5.50342  -0.90106  -4.54143  0.32
H  4.47917  0.47741  -4.26284  0.27
H  6.39878  1.04348  -3.12562  0.40
H  5.44209  0.43332  -1.80017  0.35
H  6.71527  -0.56507  -2.52744  0.32
C  -1.58801  3.19761  6.85822  -0.73
O  -2.82366  2.94472  6.21848  -0.35
C  -3.10522  3.82302  5.13489  -0.78
C  -3.13475  3.06417  3.82716  -0.23
N  -1.80036  2.61143  3.45652  -0.26
C  -1.77085  1.70148  2.31399  -0.57
C  -2.41795  0.33206  2.48724  -0.58
O  -1.75966  -0.50738  3.41724  -0.42
C  -2.18227  -0.37802  4.76203  -0.54
H  -1.52170  2.52974  7.71518  0.24
H  -0.73929  3.00221  6.19383  0.31
H  -1.53264  4.23047  7.21518  0.35
H  -2.38174  4.64159  5.09276  0.41
H  -4.09368  4.25654  5.31367  0.39
H  -3.51682  3.72116  3.04057  0.37
H  -3.83893  2.22858  3.94416  0.19
H  -1.38238  2.14748  4.25234  0.09
H  -0.72004  1.54031  2.05969  0.35
H  -2.22935  2.19977  1.46503  0.36
H  -2.34851  -0.18188  1.52378  0.36
H  -3.48647  0.40276  2.72351  0.33
H  -3.23842  -0.10567  4.83177  0.27
H  -1.58307  0.35774  5.30587  0.18
H  -2.04004  -1.34405  5.24697  0.28